Record 1
DFT (wB97M-V/def2-TZVPD) results for C32H45BN8PtS3 as an isolated structure.

ORCA input file:
```
! RIJCOSX wB97M-V def2-TZVPD def2/J DEFGRID3
* xyz 0 1
Pt -0.2689 0.2925 0.3672
C -0.1048 -0.2534 5.6000
C 0.0802 0.6085 4.3975
C 0.7362 1.8150 4.2822
C 0.5915 2.2144 2.9419
N -0.1172 1.2896 2.3058
N -0.4297 0.2967 3.1906
B -1.3901 -0.8641 2.7725
N -0.7271 -1.9851 1.9013
N -0.4992 -1.8111 0.5632
C -0.1106 -2.9680 0.0467
C -0.0789 -3.9248 1.0749
C -0.4783 -3.2706 2.2202
C -0.6512 -3.8168 3.5970
C 0.1910 -3.2233 -1.4097
C -0.6947 -4.3898 -1.8731
C -0.1121 -2.0144 -2.2887
C 1.6677 -3.6140 -1.5477
N -2.5481 -0.2448 1.9483
N -2.2755 0.3550 0.7700
C -3.4046 0.8273 0.2580
C -4.4502 0.5050 1.1346
C -3.8666 -0.1690 2.1938
C -4.4986 -0.7379 3.4182
C -3.4434 1.5681 -1.0552
C -2.5706 2.8249 -0.9617
C -4.8827 1.9708 -1.3763
C -2.9028 0.6658 -2.1691
C 1.1285 3.4895 2.3288
C 2.6611 3.4125 2.3093
C 0.6047 3.7459 0.9187
C 0.6903 4.6585 3.2240
H 0.4344 0.1752 6.4423
H -1.1580 -0.3357 5.8708
H 0.2738 -1.2610 5.4296
H 1.2449 2.3384 5.0737
H -1.8182 -1.3723 3.7647
H 0.1893 -4.9643 0.9948
H -0.3419 -4.8599 3.6131
H -0.0489 -3.2704 4.3221
H -1.6912 -3.7601 3.9196
H -1.7520 -4.1346 -1.7800
H -0.4861 -4.6183 -2.9200
H -0.5104 -5.2901 -1.2861
H -1.1533 -1.7073 -2.1838
H 0.5324 -1.1692 -2.0517
H 0.0538 -2.2820 -3.3350
H 1.9066 -4.4789 -0.9268
H 1.8849 -3.8757 -2.5861
H 2.3161 -2.7865 -1.2563
H -5.4946 0.7353 1.0214
H -5.5704 -0.5515 3.3924
H -4.3367 -1.8141 3.4846
H -4.0910 -0.2843 4.3220
H -2.9032 3.4757 -0.1509
H -1.5247 2.5614 -0.7812
H -2.6191 3.3845 -1.8976
H -5.2940 2.6239 -0.6047
H -4.9081 2.5104 -2.3238
H -5.5291 1.0963 -1.4688
H -1.8503 0.4308 -1.9954
H -3.4599 -0.2714 -2.2247
H -2.9792 1.1733 -3.1326
H 2.9973 2.5535 1.7266
H 3.0745 4.3204 1.8660
H 3.0580 3.3140 3.3211
H 0.7049 2.8684 0.2823
H -0.4497 4.0279 0.9348
H 1.1746 4.5505 0.4525
H 1.0529 4.5344 4.2449
H 1.0926 5.5960 2.8348
H -0.3976 4.7373 3.2563
S 2.6133 2.8616 -4.8854
C 2.6639 1.8613 -3.5747
S 1.8778 2.2023 -2.0583
C 2.3850 0.6580 -1.4262
N 3.0859 -0.0307 -2.2561
N 3.2642 0.6496 -3.4375
C 3.9819 -0.0470 -4.4580
C 3.6811 -1.3833 -4.6762
C 4.3775 -2.0870 -5.6447
C 5.3628 -1.4562 -6.3914
C 5.6563 -0.1206 -6.1601
C 4.9705 0.5923 -5.1882
S 2.0234 0.1161 0.1931
H 2.9158 -1.8583 -4.0792
H 4.1470 -3.1301 -5.8180
H 5.9031 -2.0061 -7.1507
H 6.4276 0.3738 -6.7355
H 5.1945 1.6316 -5.0012
*
```

Computed properties:
Kohn-Sham gap, eV: 7.27
E, hartree: -3023.2796
Energy relative to the best compared isomer or geometry (same formula, charge and spin), kcal/mol: 4.1
E_HOMO, eV: -7.62
Lowest unoccupied orbital energy, eV: -0.35

Population analysis type Mulliken, resulting atomic charges in e: 2.123, -1.334, 0.419, -1.164, -0.444, -0.168, 0.931, -0.697, 0.698, -0.197, -0.570, -1.067, 0.363, -1.397, 3.009, -1.910, -1.595, -1.743, 0.528, -0.278, -0.695, -0.995, 0.557, -1.529, 2.630, -1.257, -2.387, -1.305, 2.491, -1.693, -0.853, -1.873, 0.382, 0.252, 0.150, 0.490, -0.174, 0.519, 0.394, 0.155, 0.254, 0.377, 0.484, 0.328, 0.214, -0.234, 0.664, 0.325, 0.449, 0.335, 0.611, 0.381, 0.276, 0.275, 0.394, 0.006, 0.447, 0.433, 0.421, 0.435, -0.061, 0.386, 0.440, 0.267, 0.477, 0.363, -0.742, 0.243, 0.557, 0.352, 0.443, 0.380, -0.335, 0.157, -0.088, 0.352, -0.676, 0.619, 0.159, -0.038, -0.637, -0.454, -0.636, -0.438, -0.670, 0.390, 0.370, 0.379, 0.362, 0.440


Record 2
DFT (wB97M-V/def2-TZVPD) results for a 8-piece molecular cluster, C32H45BO22 overall in a non-equilibrium geometry.

ORCA input file:
```
! RIJCOSX wB97M-V def2-TZVPD def2/J DEFGRID3
* xyz 0 1
C 6.4521 3.2492 2.2773
C 5.0318 3.7391 2.2371
C 4.7391 4.8350 1.4092
C 3.4402 5.3162 1.3092
C 2.3980 4.7559 2.0347
C 2.6788 3.6750 2.8698
C 3.9806 3.1667 2.9716
C 4.2007 1.9566 3.8624
B 4.2786 0.6870 2.9207
C 3.4688 -0.6294 3.1442
C 3.6454 -1.6085 1.9600
C 2.8141 -1.1876 0.7368
O 3.6075 -0.9679 -0.4274
H 7.1583 4.0697 2.3689
H 6.6676 2.6484 1.3964
H 6.6170 2.5831 3.1194
H 5.5429 5.2946 0.8528
H 3.2269 6.1454 0.6462
H 1.3802 5.1085 1.9578
H 1.9090 3.1812 3.4458
H 5.1445 2.0604 4.4041
H 3.4022 1.8691 4.5970
H 4.9899 0.7956 1.9597
H 3.8698 -1.1223 4.0364
H 2.4053 -0.4461 3.2848
H 4.6854 -1.5790 1.6410
H 3.3640 -2.6096 2.2624
H 2.1537 -2.0055 0.4696
H 2.1901 -0.3148 0.9530
H 4.1912 -0.2239 -0.2570
O 1.0860 -2.5366 3.2210
C 0.5639 -3.5046 2.7523
O -0.2491 -4.3344 3.4306
C -0.8614 -5.2339 2.4821
C 0.1278 -5.2202 1.3401
O 0.7111 -3.9057 1.4752
H -0.9951 -6.2181 2.9224
H -1.8312 -4.8325 2.1843
H 0.9152 -5.9659 1.4484
H -0.3386 -5.3340 0.3761
O -3.4871 -4.5829 0.9608
C -3.5810 -3.4621 0.5751
O -4.1510 -2.4534 1.2729
C -3.8575 -1.2236 0.6016
C -3.5996 -1.6872 -0.8171
O -3.1198 -3.0198 -0.6179
H -4.6942 -0.5354 0.6855
H -2.9756 -0.7748 1.0616
H -4.5117 -1.7278 -1.4159
H -2.8563 -1.0892 -1.3377
O -0.4972 -7.3322 -0.6090
C -1.1259 -7.0706 -1.5885
O -1.2900 -7.8859 -2.6457
C -2.2909 -7.3100 -3.5090
C -2.2164 -5.8447 -3.1356
O -1.7684 -5.8988 -1.7758
H -2.0557 -7.5071 -4.5471
H -3.2546 -7.7558 -3.2735
H -1.4759 -5.2998 -3.7252
H -3.1695 -5.3340 -3.2023
O -4.3123 -6.9938 -5.5054
C -4.7261 -5.9534 -5.9109
O -5.4044 -5.8035 -7.0697
C -5.9386 -4.4749 -7.1123
C -5.0148 -3.7277 -6.1781
O -4.5891 -4.7655 -5.2802
H -5.9271 -4.0881 -8.1271
H -6.9693 -4.5009 -6.7500
H -4.1400 -3.3252 -6.6890
H -5.5057 -2.9280 -5.6355
O 6.8870 6.9137 7.9687
C 6.5554 5.9537 7.3570
O 5.9085 4.8846 7.8855
C 5.4769 4.0451 6.8110
C 6.4407 4.4185 5.7050
O 6.7693 5.7710 6.0293
H 5.5334 2.9981 7.0975
H 4.4429 4.2923 6.5622
H 7.3534 3.8186 5.7267
H 5.9931 4.3568 4.7163
O 0.5335 11.5421 -0.9235
C 1.0697 10.6824 -0.3086
O 2.2655 10.8089 0.3192
C 2.4696 9.6524 1.1351
C 1.5919 8.6226 0.4552
O 0.5723 9.4308 -0.1347
H 3.5210 9.3775 1.1534
H 2.1412 9.8752 2.1517
H 2.1165 8.0837 -0.3364
H 1.1591 7.9065 1.1494
O -6.3046 -1.1076 -7.0775
C -7.4601 -1.2553 -6.8358
O -7.9934 -1.2193 -5.5926
C -9.4214 -1.2071 -5.7185
C -9.6265 -1.8390 -7.0797
O -8.4158 -1.4897 -7.7614
H -9.8800 -1.7682 -4.9091
H -9.7670 -0.1733 -5.6797
H -9.6996 -2.9268 -7.0293
H -10.4891 -1.4482 -7.6119
*
```

Computed properties:
Kohn-Sham gap, eV: 9.02
E, hartree: -2926.5429
E_HOMO, eV: -9.15
Lowest unoccupied orbital energy, eV: -0.14

Atomic partial charges in e from the Mulliken method, atoms 1 to 99: -1.937, 1.231, -0.989, -0.325, -0.659, -0.803, 1.167, -1.230, 0.652, -0.736, -0.674, -0.194, -0.602, 0.528, 0.432, 0.268, 0.454, 0.384, 0.433, 0.418, -0.028, 0.442, -0.285, 0.298, 0.395, 0.462, 0.364, 0.067, 0.202, 0.319, -0.464, 0.514, -0.412, -0.082, 0.185, -0.239, 0.338, 0.042, 0.283, -0.107, -0.576, 0.635, -0.333, -0.375, -0.346, -0.198, 0.294, 0.259, 0.280, 0.305, -0.537, 0.545, -0.362, -0.318, -0.176, -0.199, 0.334, 0.280, 0.205, 0.219, -0.504, 0.563, -0.364, -0.242, -0.218, -0.280, 0.344, 0.186, 0.225, 0.268, -0.513, 0.564, -0.366, -0.291, 0.250, -0.360, 0.323, 0.285, 0.172, -0.112, -0.505, 0.600, -0.334, -0.316, -0.055, -0.356, 0.278, 0.281, 0.240, 0.174, -0.524, 0.681, -0.305, -0.325, -0.314, -0.320, 0.294, 0.277, 0.244


Record 3
DFT (wB97M-V/def2-TZVPD) results for C32H45BrN2P2Ti as an isolated structure in a non-equilibrium geometry.

ORCA input file:
```
! RIJCOSX wB97M-V def2-TZVPD def2/J DEFGRID3
* xyz 2 3
N -5.7112 2.6894 -3.2999
C -5.5607 3.0536 -2.0234
C -4.4445 2.6847 -1.2660
C -3.4335 1.9114 -1.8554
C -3.5527 1.5502 -3.2018
C -4.7256 1.9872 -3.8726
C -2.2348 1.6888 -1.0302
Ti -1.0347 0.1255 -0.5253
P 3.5100 -0.7654 -0.0034
C -0.8927 1.7042 -1.5995
C 0.1847 2.3716 -0.8847
C 1.4984 2.2143 -1.3706
C 2.5074 3.0419 -0.9167
C 2.2914 3.9188 0.1700
C 0.9845 4.0399 0.6998
C -0.0693 3.3046 0.1513
Br 3.7285 4.7045 0.9622
H -2.3429 2.1690 -0.0379
H -0.6947 1.2100 -2.5738
H -4.3376 3.0060 -0.2368
H -2.7863 0.9680 -3.7186
H -6.3448 3.6588 -1.5727
H -4.8430 1.7471 -4.9295
H 1.6497 1.5079 -2.1958
H -1.1137 3.4902 0.4379
H 3.4475 3.0571 -1.4430
H 0.7607 4.7589 1.4805
P -0.8322 -2.2480 -1.0238
C 4.6935 0.6558 0.1171
C 6.1428 0.3876 -0.3242
H 4.6969 0.9931 1.1657
H 4.2450 1.4536 -0.4888
H 6.7151 1.3275 -0.2850
H 6.6414 -0.3323 0.3417
H 6.2266 0.0149 -1.3547
C 2.9349 -0.6605 -1.7350
C 3.7820 -1.5161 -2.6979
H 3.0021 0.3985 -2.0191
H 1.8789 -0.9868 -1.7520
H 3.2580 -1.6397 -3.6594
H 4.7441 -1.0281 -2.9114
H 3.9948 -2.5082 -2.2722
C 2.3424 -0.4233 1.3463
C 2.8952 -1.0236 2.6456
H 1.3647 -0.8621 1.0866
H 2.2495 0.6719 1.3969
H 2.0924 -1.3864 3.2990
H 3.5719 -1.8632 2.4421
H 3.4765 -0.2812 3.1984
C -0.4076 -2.9188 0.6081
C -0.9759 -4.3204 0.8748
H -0.7695 -2.2078 1.3752
H 0.6941 -2.9371 0.6979
H -2.0705 -4.2883 0.9632
H -0.7260 -5.0367 0.0759
H -0.5603 -4.6953 1.8259
C 0.1406 -3.1182 -2.3027
C -0.1017 -2.4487 -3.6689
H -0.1424 -4.1890 -2.3046
H 1.2081 -3.0758 -2.0147
H -1.1309 -2.6169 -4.0201
H 0.0512 -1.3545 -3.6266
H 0.5845 -2.8489 -4.4281
C -2.5917 -2.4636 -1.4834
C -3.6317 -1.5291 -0.8540
H -2.7607 -3.5094 -1.2086
H -2.6261 -2.4338 -2.5863
H -4.4046 -1.2032 -1.5691
H -4.2102 -2.0382 -0.0642
H -3.2001 -0.5825 -0.4463
N -1.4446 0.5947 1.2431
C -1.6192 0.8271 2.3940
C -1.5410 0.6153 3.7571
C -2.7293 0.3884 4.4905
C -2.6283 0.1441 5.8554
C -1.3706 0.1115 6.4819
C -0.1996 0.3103 5.7334
C -0.2722 0.5684 4.3748
H -3.6929 0.4068 3.9782
H -3.5405 -0.0259 6.4326
H -1.3078 -0.0631 7.5602
H 0.7840 0.2611 6.2171
H 0.6365 0.7354 3.7781
*
```

Computed properties:
Kohn-Sham gap (spin up / spin down), eV: 6.16 / 3.08
E, hartree: -5461.3422
Energy relative to the best compared isomer or geometry (same formula, charge and spin), kcal/mol: 18.1
E_HOMO (spin up / spin down), eV: -12.19 / -12.16
Lowest unoccupied orbital energy (spin up / spin down), eV: -6.03 / -9.08

Population analysis type Mulliken, resulting atomic charges in e: -0.596, -0.507, -0.502, 1.011, -0.329, -0.499, 0.418, -0.750, 0.068, -1.247, 0.804, -0.665, -1.120, -0.149, -0.873, -0.334, -0.090, -0.234, 0.447, 0.413, 0.359, 0.386, 0.385, 1.063, 0.533, 1.069, 0.507, 1.116, 0.493, -1.312, 0.481, -0.520, 0.400, 0.380, 0.264, 1.264, -1.612, 0.248, -0.771, 0.385, 0.416, 0.414, 1.017, -1.606, -0.831, 0.365, 0.420, 0.521, 0.411, -0.133, -1.396, 0.202, 0.180, 0.347, 0.339, 0.412, -0.630, -1.040, 0.630, 0.307, 0.369, 0.187, 0.383, -0.858, -0.715, 0.632, 0.255, 0.407, 0.310, 0.095, -0.274, 0.887, -0.095, -0.557, -0.584, -0.425, -0.679, -0.326, 0.481, 0.410, 0.405, 0.404, 0.560